No. 1
{"formula": "C20H27N3O7S2", "method": "ωB97M-V/def2-TZVPD", "species": ["C", "C", "O", "C", "O", "C", "C", "C", "S", "C", "N", "C", "O", "C", "C", "C", "C", "S", "O", "O", "N", "C", "C", "O", "C", "C", "C", "O", "C", "C", "C", "N", "H", "H", "H", "H", "H", "H", "H", "H", "H", "H", "H", "H", "H", "H", "H", "H", "H", "H", "H", "H", "H", "H", "H", "H", "H", "H", "H"], "xyz": [[-1.927119, -5.217913, -0.981290], [-1.500384, -3.866968, -0.437793], [-0.206324, -3.554628, -0.959888], [0.480835, -2.591681, -0.367311], [0.169267, -2.057381, 0.666694], [1.737494, -2.292475, -1.172246], [2.849288, -1.760071, -0.333542], [3.658429, -2.473921, 0.494850], [4.781244, -1.441760, 1.301600], [4.053899, -0.088468, 0.436039], [4.475700, 1.194544, 0.658899], [3.747268, 2.344894, 0.405674], [4.263232, 3.429558, 0.506327], [2.326982, 2.066847, 0.048525], [1.499723, 1.461991, 0.990907], [0.236979, 1.035208, 0.631034], [-0.196021, 1.234479, -0.664448], [-1.715112, 0.490424, -1.268195], [-2.196797, 1.266514, -2.376906], [-1.401640, -0.892485, -1.519215], [-2.884895, 0.513000, -0.106395], [-3.715362, 1.685071, 0.008007], [-3.082538, 2.798909, 0.856271], [-1.851599, 3.265416, 0.361670], [-1.941796, 4.076336, -0.791101], [-2.828331, -0.432968, 0.979094], [-4.118304, -1.266070, 1.071069], [-5.224150, -0.578750, 1.612544], [-5.207162, -0.445897, 3.012542], [0.585082, 1.901851, -1.586114], [1.852816, 2.329416, -1.229116], [3.104874, -0.426615, -0.358149], [-2.921968, -5.458887, -0.618136], [-1.234827, -5.992640, -0.661408], [-1.941917, -5.190357, -2.066834], [-1.448027, -3.872069, 0.657194], [-2.181207, -3.072603, -0.759547], [1.451424, -1.527531, -1.897282], [2.028173, -3.199498, -1.702810], [3.668741, -3.528287, 0.678979], [5.412006, 1.328627, 1.022147], [1.860444, 1.293012, 1.994770], [-0.383067, 0.522218, 1.343869], [-4.674088, 1.391712, 0.441476], [-3.877887, 2.040924, -1.010033], [-2.857885, 2.426129, 1.859688], [-3.801545, 3.627694, 0.943601], [-2.670105, 4.882124, -0.642242], [-0.950642, 4.504028, -0.930543], [-2.212598, 3.495542, -1.677055], [-2.645495, 0.072881, 1.934839], [-1.994532, -1.103091, 0.768114], [-4.420560, -1.553427, 0.061533], [-3.917989, -2.172438, 1.660811], [-5.106640, -1.423362, 3.499619], [-4.397767, 0.205475, 3.360024], [-6.161862, -0.001777, 3.288009], [0.196063, 2.057615, -2.579953], [2.489229, 2.825169, -1.945878]], "atomic_forces_ev_per_a": [[0.3, 0.4, 0.0], [-0.4, -0.1, 0.3], [-0.2, -0.4, -0.4], [0.5, 0.2, 0.1], [0.0, 0.0, 0.1], [-0.2, -0.1, 0.2], [0.3, -0.6, 0.4], [0.0, 0.2, -0.1], [-0.5, 0.4, -0.4], [0.3, -1.3, 0.3], [0.6, 0.4, 0.3], [0.0, -0.1, 0.0], [0.0, 0.2, -0.1], [-0.6, 0.5, 0.0], [-0.1, 0.2, -0.1], [0.1, 0.0, 0.2], [-0.4, -0.3, -0.3], [-0.2, -0.3, -0.1], [0.1, 0.2, 0.2], [0.0, 0.1, 0.2], [0.8, 0.1, -0.7], [0.0, 0.9, 0.0], [-0.2, -0.1, 0.0], [-0.1, -0.1, 0.1], [0.0, 0.1, 0.0], [-0.3, -0.6, 0.2], [0.3, 0.0, 0.0], [-0.1, 0.1, -0.1], [0.0, 0.0, 0.0], [0.0, 0.0, -0.2], [0.1, 0.0, 0.3], [0.0, 0.5, -0.4], [-0.1, 0.0, 0.0], [0.0, -0.1, 0.0], [-0.1, -0.1, -0.1], [0.0, 0.0, -0.2], [0.1, -0.1, 0.1], [0.0, -0.1, -0.1], [0.0, 0.1, 0.0], [0.0, -0.3, 0.0], [-0.2, 0.1, -0.1], [0.0, -0.1, 0.1], [-0.1, -0.1, 0.2], [0.1, 0.0, -0.1], [-0.2, 0.1, 0.1], [-0.1, 0.0, 0.0], [0.0, -0.1, 0.0], [0.0, 0.0, 0.0], [0.0, 0.1, -0.1], [0.0, 0.1, 0.0], [0.1, 0.0, 0.0], [0.0, -0.1, 0.3], [0.1, -0.1, 0.1], [0.0, 0.0, 0.0], [0.0, 0.0, 0.0], [0.0, 0.0, 0.0], [0.0, 0.0, 0.1], [0.0, 0.1, -0.1], [0.1, 0.0, -0.1]], "nbo_charge": [-0.6214, -0.0805, -0.5077, 0.8453, -0.6305, -0.5368, 0.1549, -0.4430, 0.3634, 0.2528, -0.6350, 0.6822, -0.5565, -0.1061, -0.1735, -0.1938, -0.2056, 2.3302, -0.9519, -0.9668, -0.6969, -0.2709, -0.0732, -0.5543, -0.2680, -0.2776, -0.0724, -0.5425, -0.2510, -0.2215, -0.1695, -0.4795, 0.2150, 0.2102, 0.2162, 0.1889, 0.2004, 0.2696, 0.2428, 0.2417, 0.4212, 0.2198, 0.2281, 0.2350, 0.2354, 0.1817, 0.1726, 0.1666, 0.1990, 0.1932, 0.1873, 0.2688, 0.2020, 0.1687, 0.1686, 0.1610, 0.1979, 0.2409, 0.2252], "smiles": "CCOC(=O)Cc1csc(NC(=O)c2ccc(S(=O)(=O)N(CCOC)CCOC)cc2)n1", "homo_energy_ha": -0.316, "lumo_energy_ev": 0.5}

***

No. 2
{"formula": "C18H27N9", "method": "ωB97M-V/def2-TZVPD", "species": ["C", "C", "N", "H", "H", "H", "C", "C", "N", "H", "H", "H", "C", "C", "N", "H", "H", "H", "C", "C", "N", "H", "H", "H", "C", "C", "N", "H", "H", "H", "C", "C", "N", "H", "H", "H", "C", "C", "N", "H", "H", "H", "C", "C", "N", "H", "H", "H", "C", "C", "N", "H", "H", "H"], "xyz": [[-3.841600, -1.535516, -1.803424], [-3.511492, -1.271507, -0.356939], [-3.175367, -0.979134, 0.700558], [-3.747159, -0.618068, -2.358483], [-4.949705, -1.618308, -1.791018], [-3.242827, -2.365808, -2.179925], [3.015821, -1.593726, -0.522983], [3.717559, -0.838466, 0.575782], [4.386494, -0.174193, 1.218536], [3.749140, -1.840370, -1.288423], [2.218711, -0.973696, -0.919889], [2.513797, -2.460859, -0.137899], [1.801925, 0.304107, 3.648706], [0.931066, 0.099783, 2.481722], [0.260278, 0.068455, 1.564487], [1.452112, -0.302531, 4.502162], [1.833808, 1.356807, 3.936980], [2.816143, -0.010170, 3.426979], [5.424188, 2.791166, -0.780283], [4.054743, 2.258320, -0.846555], [2.937231, 1.924491, -0.754687], [5.582928, 2.975462, 0.284412], [5.524655, 3.750679, -1.359490], [6.185369, 2.054256, -1.089270], [-0.406496, 2.344326, -1.925138], [-1.412151, 1.698097, -2.649337], [-2.156379, 1.016439, -3.237224], [-0.002220, 1.578481, -1.134210], [-0.763753, 3.277404, -1.491023], [0.464219, 2.563576, -2.619888], [-0.170549, -3.384444, 1.240557], [-0.361515, -3.797958, -0.146485], [-0.764518, -4.017054, -1.200849], [0.456318, -4.084415, 1.795104], [-1.180275, -3.061952, 1.598583], [0.393169, -2.474551, 1.204053], [-0.601398, 0.243873, -6.055574], [0.733891, 0.461820, -5.516034], [1.799345, 0.565839, -5.113181], [-0.546171, 0.239628, -7.137415], [-1.105493, 1.120868, -5.705465], [-1.045697, -0.638156, -5.681283], [-2.362541, -1.387553, 4.454707], [-1.318004, -2.395393, 4.425439], [-0.491455, -3.169513, 4.352038], [-3.237887, -1.806352, 4.911116], [-2.774131, -1.191021, 3.409429], [-2.063138, -0.441314, 4.905643], [-2.830644, 2.823398, 1.389534], [-2.834888, 2.233318, 2.749850], [-2.962479, 1.721735, 3.766341], [-2.617105, 2.067015, 0.682559], [-2.021496, 3.616370, 1.426976], [-3.754384, 3.276305, 1.150130]], "atomic_forces_ev_per_a": [[-1.2, 0.5, 2.0], [0.4, 0.1, -1.6], [-0.2, -0.1, 0.3], [0.9, 0.3, -0.2], [0.6, -1.0, -0.3], [-0.4, 0.1, -0.1], [0.3, 0.9, 1.1], [-0.8, -1.0, -2.0], [0.4, 0.4, 1.0], [-0.1, -0.1, 0.0], [0.1, 0.3, -0.2], [0.1, -0.6, 0.2], [-0.2, -0.5, 0.4], [1.2, 0.7, 1.6], [-0.9, -0.3, -1.3], [0.0, 0.3, -0.4], [-0.2, -0.1, -0.1], [0.1, 0.0, -0.2], [0.1, 0.3, -0.2], [-2.2, -0.4, 0.2], [2.5, 0.7, -0.5], [0.2, 0.2, -0.1], [-0.1, -1.1, 0.6], [-0.5, 0.3, -0.1], [3.1, -0.2, 1.3], [-2.7, -2.7, -2.2], [1.2, 1.6, 1.0], [-0.7, 1.7, -1.2], [0.2, -0.1, 0.2], [-1.0, -0.2, 0.9], [-0.2, 0.3, -0.5], [-0.8, 0.1, -0.1], [0.4, -0.1, -0.1], [-0.8, -0.1, 0.3], [1.0, -0.8, 0.3], [0.4, 0.7, 0.0], [1.1, 1.2, -0.2], [0.0, -0.9, -0.3], [0.5, 0.3, 0.3], [-0.1, 0.0, -0.2], [-1.1, 0.3, -0.1], [-0.4, -0.9, 0.5], [-0.9, 0.2, -1.8], [-1.1, 1.4, -0.1], [1.3, -1.2, 0.0], [-0.3, -0.1, 0.8], [1.1, -0.1, 1.0], [0.0, -0.2, 0.0], [2.1, 1.0, 1.9], [-0.8, 0.0, -1.0], [0.3, 0.1, 0.4], [0.4, -0.8, -0.7], [-0.9, -0.9, -0.5], [-1.1, 0.5, 0.0]], "nbo_charge": [-0.7248, 0.3242, -0.3955, 0.2765, 0.2471, 0.2735, -0.7093, 0.3259, -0.3886, 0.2562, 0.2720, 0.2447, -0.7302, 0.3222, -0.3753, 0.2581, 0.2550, 0.2727, -0.7266, 0.3194, -0.3724, 0.2626, 0.2567, 0.2607, -0.7621, 0.3217, -0.3982, 0.3042, 0.2529, 0.2825, -0.7356, 0.3020, -0.3739, 0.2637, 0.2792, 0.2584, -0.7125, 0.2993, -0.3549, 0.2478, 0.2610, 0.2590, -0.7517, 0.3123, -0.3780, 0.2522, 0.2915, 0.2739, -0.7082, 0.3192, -0.3682, 0.2634, 0.2460, 0.2484], "smiles": "CC#N.CC#N.CC#N.CC#N.CC#N.CC#N.CC#N.CC#N.CC#N", "homo_energy_ha": -0.411, "lumo_energy_ev": 0.6}